ORCA calculation (wB97M-V/def2-TZVPD) on 2 unconnected molecules or ions with the total composition C3H4NO at a distorted geometry.

```
9
Properties=species:S:1:pos:R:3
C -1.175 -1.055 -0.069
C -0.391 1.439 -0.028
C 1.115 -0.358 -0.058
N 0.631 0.815 -0.038
O -1.722 -0.058 -0.050
H -0.932 -2.073 0.102
H -0.607 2.498 -0.012
H 1.308 -0.671 1.074
H 1.772 -0.537 -0.919
```

Computed properties:
ΔE to the lowest compared entry with this formula, charge and spin = 373.1 kJ/mol
E_HOMO = -0.5304 hartree
charge = +1
frontier orbital gap = 9.137 eV
total energy = -6700.803 eV

natural (NBO) population analysis, charges in e, atoms 1 to 4:
1. C 0.53
2. C 0.27
3. C -0.30
4. N -0.27

ORCA calculation (wB97M-V/def2-TZVPD) on a single C3H6N2OS3 molecule at a distorted geometry.

```
15
Properties=species:S:1:pos:R:3
C -2.032 0.018 0.087
C 0.664 -0.984 -0.111
C 1.009 -0.388 -1.263
N -1.586 1.294 0.447
N -0.263 1.362 0.773
O 2.258 -0.134 -1.695
S -3.559 -0.107 -0.451
S -0.999 -1.459 0.158
S 1.958 -1.345 0.977
H 0.249 2.255 0.553
H 0.292 -0.331 -2.089
H -2.294 1.971 0.780
H -0.063 0.885 1.659
H 3.027 -0.520 -1.274
H 1.339 -2.517 1.449
```

Computed properties:
multiplicity = 3
E_HOMO (alpha / beta) = -0.2086 / -0.2996 hartree
charge = 0
frontier orbital gap (alpha / beta) = 6.077 / 5.688 eV
total energy = -40736.027 eV

natural (NBO) population analysis, charges in e, atoms 1 to 4:
1. C -0.43
2. C -0.49
3. C 0.17
4. N -0.36

ORCA calculation (wB97M-V/def2-TZVPD) on a molecular structure, C42H54BrGe2MoN3O6Si3 at a distorted geometry.

```
112
Properties=species:S:1:pos:R:3
Mo -0.074 -0.309 0.445
Br -1.769 1.488 3.307
C -0.011 1.897 2.851
C 0.723 2.644 3.742
C 2.048 2.932 3.473
C 2.616 2.493 2.304
C 1.799 1.808 1.381
N 0.482 1.453 1.685
C 2.277 1.476 0.109
O 3.511 1.696 -0.249
O 1.381 0.948 -0.761
H 0.255 3.027 4.632
H 2.632 3.530 4.168
H 3.653 2.660 2.081
C -1.056 -3.859 -2.128
Si -1.258 -1.970 -2.184
C -2.462 -1.761 -3.626
C 0.448 -1.366 -2.737
C -1.872 -1.133 -0.549
Si -3.438 -0.090 -0.849
C -3.394 1.175 -2.251
C -4.883 -1.234 -1.061
C -3.979 1.003 0.619
Si -2.420 -2.582 0.577
C -3.495 -3.918 -0.225
C -3.260 -2.063 2.186
C -0.702 -3.349 0.860
C -0.474 -4.595 1.452
C 0.773 -5.180 1.414
C 1.798 -4.477 0.781
C 1.527 -3.253 0.238
N 0.313 -2.667 0.282
H -1.518 -4.265 -3.024
H -1.369 -4.420 -1.280
H 0.028 -4.054 -2.245
H -3.518 -1.928 -3.358
H -2.193 -2.532 -4.368
H -2.414 -0.799 -4.165
H 0.593 -1.805 -3.737
H 1.288 -1.797 -2.173
H 0.639 -0.314 -2.858
H -2.947 0.892 -3.186
H -2.941 2.107 -1.931
H -4.451 1.399 -2.505
H -4.795 -1.993 -1.862
H -5.771 -0.613 -1.289
H -5.088 -1.738 -0.118
H -3.248 1.741 0.932
H -4.319 0.474 1.512
H -4.865 1.537 0.236
H -4.488 -3.879 0.238
H -3.089 -4.929 -0.085
H -3.566 -3.760 -1.321
H -2.815 -2.676 2.979
H -4.334 -2.250 2.140
H -3.068 -1.000 2.465
H -1.293 -5.141 1.897
H 0.946 -6.173 1.835
H 2.785 -4.884 0.703
H 2.332 -2.710 -0.260
O 1.604 -0.953 1.843
C 0.708 -1.348 2.655
O -0.504 -1.131 2.361
C 1.089 -2.164 3.858
C 2.435 -2.429 4.077
C 2.818 -3.304 5.094
C 1.829 -3.918 5.857
C 0.476 -3.640 5.638
C 0.102 -2.750 4.651
N 2.170 -4.866 6.911
O 1.245 -5.415 7.480
O 3.347 -5.050 7.121
H 3.197 -1.989 3.453
H 3.851 -3.569 5.271
H -0.277 -4.143 6.218
H -0.944 -2.625 4.429
C 5.929 1.696 -1.845
Ge 4.086 2.090 -1.997
C 3.642 3.952 -2.252
C 3.241 0.908 -3.214
Ge -0.412 1.842 -0.990
C -0.286 2.416 -2.927
C -0.464 1.600 -4.036
C -0.203 2.081 -5.308
C 0.218 3.402 -5.505
C 0.361 4.225 -4.404
C 0.088 3.744 -3.144
C -0.393 3.596 -0.051
C 0.707 4.390 0.285
C 0.523 5.563 0.982
C -0.768 5.983 1.279
C -1.869 5.254 0.903
C -1.666 4.060 0.242
H 6.422 2.092 -2.750
H 6.090 0.624 -1.811
H 6.413 2.132 -0.971
H 4.325 4.340 -3.015
H 3.814 4.525 -1.343
H 2.612 4.066 -2.573
H 3.815 0.999 -4.140
H 2.224 1.234 -3.379
H 3.320 -0.117 -2.854
H -0.790 0.582 -3.941
H -0.384 1.403 -6.131
H 0.439 3.751 -6.491
H 0.650 5.262 -4.507
H 0.197 4.427 -2.310
H 1.717 4.096 -0.025
H 1.367 6.165 1.252
H -0.918 6.901 1.820
H -2.867 5.628 1.125
H -2.532 3.469 -0.035
```

Computed properties:
multiplicity = 4
E_HOMO (alpha / beta) = -0.3376 / -0.4108 hartree
charge = +1
frontier orbital gap (alpha / beta) = 6.098 / 7.621 eV
total energy = -269744.252 eV

Löwdin population analysis, charges in e, atoms 1 to 4:
1. Mo 1.57
2. Br 0.94
3. C -0.71
4. C -0.11

ORCA calculation (wB97M-V/def2-TZVPD) on a molecular structure, C29H28BF5N8O3S2Ti.

```
77
Properties=species:S:1:pos:R:3
Ti -0.001 -0.478 -0.055
C 6.477 -1.558 0.828
C 5.812 -0.367 1.504
N 4.443 -0.676 1.931
C 4.288 -1.159 3.300
C 4.024 -0.025 4.283
C 3.411 -0.522 1.092
S 1.828 -0.827 1.697
N 3.752 -0.107 -0.146
C 2.854 0.215 -1.045
O 1.588 0.227 -0.877
C 3.350 0.616 -2.386
C 4.713 0.623 -2.674
C 5.149 0.972 -3.940
C 4.230 1.313 -4.925
C 2.871 1.305 -4.643
C 2.432 0.956 -3.376
H 7.506 -1.318 0.556
H 5.928 -1.823 -0.076
H 6.494 -2.425 1.490
H 5.785 0.482 0.828
H 6.363 -0.071 2.397
H 5.210 -1.680 3.561
H 3.478 -1.884 3.329
H 4.834 0.705 4.258
H 3.948 -0.416 5.298
H 3.090 0.480 4.035
H 5.414 0.352 -1.897
H 6.208 0.977 -4.163
H 4.574 1.583 -5.916
H 2.154 1.568 -5.409
H 1.378 0.941 -3.140
F -3.630 1.544 -5.798
C -2.852 0.840 -4.975
C -2.146 1.474 -3.970
F -2.232 2.796 -3.829
C -1.343 0.726 -3.131
F -0.659 1.367 -2.172
C -1.206 -0.649 -3.245
S -0.219 -1.623 -2.183
C -1.932 -1.254 -4.268
F -1.862 -2.577 -4.441
C -2.740 -0.530 -5.122
F -3.420 -1.149 -6.091
B -2.729 2.027 0.208
N -1.370 2.213 0.936
C -1.077 3.272 1.683
C 0.296 3.336 1.870
C 0.783 2.240 1.180
N -0.231 1.558 0.616
N -3.068 0.515 0.139
C -4.293 -0.005 0.216
C -4.239 -1.336 -0.166
C -2.908 -1.549 -0.488
N -2.202 -0.422 -0.293
H -2.643 2.471 -0.913
H -3.586 2.569 0.862
H -1.865 3.922 2.023
H 0.855 4.066 2.427
H 1.797 1.901 1.075
H -5.121 0.614 0.519
H -5.051 -2.040 -0.218
H -2.417 -2.445 -0.824
C -2.798 -1.437 5.007
N -2.044 -1.803 3.815
C -1.889 -3.091 3.435
C -1.228 -3.449 2.312
C -0.720 -2.376 1.533
O -0.140 -2.481 0.395
N -0.845 -1.111 1.931
C -1.535 -0.731 3.043
O -1.707 0.409 3.415
H -3.007 -2.337 5.582
H -3.732 -0.950 4.732
H -2.218 -0.740 5.605
H -2.333 -3.830 4.090
H -1.114 -4.476 2.004
```

Computed properties:
E_HOMO = -0.2908 hartree
charge = 0
frontier orbital gap = 7.129 eV
total energy = -107645.508 eV

natural (NBO) population analysis, charges in e, atoms 1 to 4:
1. Ti 1.46
2. C -0.62
3. C -0.21
4. N -0.38

ORCA calculation (wB97M-V/def2-TZVPD) on 2 unconnected molecules or ions with the total composition C8H10ClF3N3 at a distorted geometry.

```
25
Properties=species:S:1:pos:R:3
C -0.754 2.373 0.145
C -0.625 1.121 0.735
C -0.115 2.413 -1.131
C 0.471 0.272 -1.100
C -1.329 0.929 2.115
C -1.601 -1.811 0.330
C -0.099 -1.332 0.606
C 2.857 -1.074 -1.009
N 0.404 1.364 -1.793
N -0.048 0.063 0.157
N 1.032 -0.833 -1.758
F 2.817 -2.251 -0.416
F 3.721 -1.024 -1.992
F 2.875 -0.093 -0.143
Cl -0.224 3.864 -1.967
H -1.361 3.164 0.585
H -0.825 -0.006 2.491
H -2.332 0.801 1.712
H -1.053 1.738 2.744
H -2.221 -1.206 0.909
H -1.670 -1.514 -0.696
H -1.639 -2.817 0.595
H 0.113 -1.472 1.668
H 0.441 -2.038 -0.069
H 1.165 -0.633 -2.718
```

Computed properties:
ΔE to the lowest compared entry with this formula, charge and spin = 0.0 kJ/mol
E_HOMO = -0.5045 hartree
charge = +1
frontier orbital gap = 9.154 eV
total energy = -33594.812 eV

natural (NBO) population analysis, charges in e, atoms 1 to 4:
1. C -0.32
2. C 0.36
3. C 0.25
4. C 0.61

ORCA calculation (wB97M-V/def2-TZVPD) on a molecular structure, C11H22N6O5Pm at a distorted geometry.

```
45
Properties=species:S:1:pos:R:3
O 1.215 -0.369 4.247
H 0.697 -1.079 4.767
Pm 0.585 0.121 0.453
N 2.391 -0.933 -0.651
N -0.108 -0.803 -1.618
O 3.752 -0.899 -0.284
O -1.416 -0.981 -2.104
C 2.154 -1.496 -1.852
C 0.806 -1.454 -2.363
C 3.236 -2.170 -2.614
C 0.390 -2.202 -3.571
H 4.135 -2.309 -2.014
H 3.548 -1.583 -3.487
H 2.913 -3.157 -2.960
H -0.599 -1.871 -3.874
H 0.297 -3.268 -3.338
H 1.069 -2.099 -4.423
H 3.803 -0.741 0.688
H -2.001 -0.374 -1.612
O 1.565 1.818 -1.570
H 2.333 2.119 -2.063
H 0.811 1.795 -2.201
C -0.206 -2.017 1.360
H -0.011 -2.141 2.435
H 0.312 -2.762 0.729
H -1.286 -2.125 1.157
O 3.168 -0.706 2.677
H 2.954 -0.364 3.594
H 2.996 -1.679 2.799
N -2.840 2.366 2.801
C -2.697 1.468 3.859
C -1.707 0.593 3.460
N -1.258 0.933 2.189
C -1.948 2.031 1.804
C -2.076 2.403 0.395
N -1.524 1.704 -0.623
C -2.162 2.134 -1.785
C -3.055 3.127 -1.480
N -3.014 3.265 -0.097
H -3.493 3.144 2.796
H -3.324 1.444 4.721
H -1.262 -0.219 4.002
H -1.906 1.676 -2.727
H -3.736 3.695 -2.094
H -3.502 3.962 0.472
```

Computed properties:
multiplicity = 5
ΔE to the lowest compared entry with this formula, charge and spin = 181.1 kJ/mol
E_HOMO (alpha / beta) = -0.3199 / -0.3201 hartree
charge = +1
frontier orbital gap (alpha / beta) = 4.069 / 4.099 eV
total energy = -47486.347 eV

Löwdin population analysis, charges in e, atoms 1 to 4:
1. O -0.54
2. H -0.08
3. Pm 1.77
4. N -0.11

Question: Among the records above, which one has the lowest total energy?
Answer: C42H54BrGe2MoN3O6Si3

Question: Which value of total energy does entry 1 give?
Answer: -6700.803 eV

Question: What is the charge in the first record?
Answer: +1